# C36H55BN15NdS5

A molecular structure, C36H55BN15NdS5 at a distorted geometry (the ωB97M-V functional and the def2-TZVPD basis, the OMol25 dataset).

Results
- 2S+1: 4
- <S²>: 3.753
- Strongest force on any atom: 5.2 eV/A
- Total charge: 0
- E: -130712.090 eV
- Energy relative to the best compared isomer or geometry (same formula, charge and spin): 46.78 kcal per mole

Each line ends with the Löwdin charge.
Element x y z (Å)
1 C -2.240 -3.072 -6.309  -0.09
2 C -3.751 -3.919 0.405  -0.01
3 C 4.142 -1.862 3.489  -0.08
4 H 1.532 3.181 -4.816  0.09
5 H -2.369 7.007 2.224  0.08
6 C 2.579 0.450 2.136  -0.65
7 C -2.630 4.913 2.767  -0.55
8 H 5.967 -0.679 5.004  0.09
9 H -4.974 -1.684 1.304  0.14
10 H 4.266 3.126 -2.317  0.11
11 H 1.810 -0.474 -3.769  0.03
12 C 2.363 2.501 2.948  -0.06
13 C -1.286 -6.612 -2.874  -0.09
14 C 2.660 1.519 -4.001  -0.54
15 H 3.988 3.180 -4.473  0.09
16 N 2.013 1.657 1.923  0.03
17 H 3.205 0.304 6.001  0.08
18 H -3.286 -3.324 -6.501  0.09
19 H -4.004 6.545 2.687  0.09
20 H -3.285 -0.222 4.929  0.10
21 N -1.659 -1.555 2.316  0.05
22 N 2.477 1.931 -2.579  0.01
23 H 5.960 0.187 3.462  0.09
24 H -0.623 -6.693 -3.737  0.06
25 N 1.739 2.135 -0.521  0.04
26 S 1.298 -3.332 -0.978  0.48
27 H -1.862 4.235 4.676  0.04
28 N -3.414 2.865 -1.139  0.11
29 C -4.303 -0.632 3.038  0.04
30 H -1.818 -2.651 -7.225  0.08
31 N 0.186 3.203 1.163  0.04
32 C -0.813 3.215 2.102  -0.68
33 H 0.450 -2.446 -6.010  0.09
34 H 2.002 3.513 3.000  0.13
35 C -2.583 -3.026 0.659  -0.29
36 C 4.012 -0.484 4.128  -0.54
37 H 4.108 1.786 -5.545  0.09
38 H 2.917 -0.290 -5.140  0.09
39 H -3.393 -4.853 -0.019  0.07
40 H -1.348 5.872 4.230  0.09
41 S -2.077 -1.821 -2.545  0.57
42 N -1.376 -3.290 0.312  -0.15
43 H 1.295 -5.787 -1.849  0.10
44 H -3.487 2.955 3.138  0.03
45 C 0.691 -3.152 -5.213  -0.09
46 H 0.017 -7.797 -1.615  0.11
47 C 3.151 1.818 3.792  -0.05
48 H 2.191 -0.910 5.211  0.09
49 N -2.507 -0.538 0.362  -0.03
50 N -0.163 -2.952 -4.068  -0.04
51 C -2.181 5.165 4.210  -0.04
52 H -5.286 -0.286 3.327  0.11
53 C -2.725 -1.668 1.322  -0.46
54 C -3.780 1.966 -0.504  -0.39
55 N -1.106 -4.487 -0.286  0.01
56 C -3.196 -0.587 3.915  -0.07
57 H -1.127 -0.915 4.209  0.11
58 H -1.170 6.122 0.679  0.11
59 H -4.435 -3.448 -0.305  0.09
60 C 2.921 2.834 -0.620  -0.05
61 C -3.692 -0.008 0.653  -0.35
62 C 3.376 2.717 -1.878  -0.04
63 H -3.008 5.584 4.785  0.09
64 C 5.422 0.047 4.400  -0.03
65 H 3.336 3.354 0.226  0.13
66 C -0.520 -6.848 -1.573  -0.25
67 C 3.983 2.090 -4.507  -0.06
68 H 0.221 0.997 0.730  0.01
69 H 0.310 -3.023 -3.175  0.00
70 S 0.067 0.683 -2.100  0.58
71 Nd -0.301 -1.132 0.063  1.27
72 N -2.147 -2.141 -5.196  -0.05
73 H -2.087 -7.344 -2.984  0.07
74 S -1.006 1.989 3.244  0.69
75 H 5.413 0.994 4.940  0.07
76 C -4.126 -1.095 1.654  -0.13
77 H -2.963 -1.579 -5.040  0.10
78 H -1.715 -3.996 -6.071  0.08
79 C 3.221 -0.627 5.434  -0.03
80 C 2.734 -0.010 -4.101  -0.04
81 N -1.459 4.420 1.987  0.01
82 C 0.086 -4.591 -0.803  -0.82
83 H -4.083 3.754 1.683  0.07
84 H 0.558 1.735 -4.512  0.04
85 H 0.839 4.620 -0.322  0.12
86 H 0.614 -4.172 -5.609  0.08
87 H -1.211 -6.869 -0.734  0.10
88 H 4.668 -1.817 2.540  0.07
89 H 3.615 2.139 4.706  0.12
90 H -3.392 6.067 1.100  0.09
91 H -1.725 -5.613 -2.870  0.06
92 S 2.456 -0.823 1.008  0.57
93 C -0.854 5.138 0.969  -0.05
94 N -4.317 1.052 0.281  0.12
95 H 3.553 -0.391 -3.487  0.10
96 N 3.296 0.527 3.297  0.01
97 C -1.944 -1.016 3.503  -0.19
98 B 0.980 1.946 0.808  -0.71
99 H 4.827 1.701 -3.936  0.09
100 H 1.660 1.780 -5.894  0.09
101 H 3.172 -2.320 3.319  0.07
102 C 1.467 1.582 -1.724  -0.65
103 C 0.141 4.394 0.464  -0.04
104 N 0.448 -5.797 -1.308  -0.04
105 H 3.666 -1.402 6.058  0.09
106 H -4.632 4.294 3.279  0.09
107 H -4.291 -4.111 1.334  0.09
108 H 4.708 -2.494 4.175  0.09
109 C 1.524 2.090 -4.858  -0.04
110 C -1.398 -2.348 -4.036  -0.75
111 C -3.119 6.218 2.145  -0.06
112 H 1.722 -2.989 -4.896  0.08
113 C -3.780 3.909 2.715  -0.04